63
Properties=species:S:1:pos:R:3 method="wB97M-V/def2-TZVPD" max_force_ha_per_bohr=0.011 e_homo_ev="-11.1 / -12.0" total_energy_ha=-3387.5671 gap_ev="6.8252 / 7.1971" charge=+1 spin_multiplicity=4 lumo_ev="-4.28 / -4.83"
Re 0.247 -0.025 0.356
S -1.807 0.671 1.168
S -1.405 0.326 3.316
S -0.840 -2.346 2.318
S 0.422 -2.276 0.513
C 3.060 -0.366 -2.811
C 3.461 0.867 -1.998
C 2.621 2.058 -2.461
C 4.940 1.157 -2.243
Sb 2.951 0.483 0.083
C 4.275 -1.008 0.938
C 3.752 -1.416 2.320
C 5.686 -0.434 1.069
C 4.292 -2.243 0.037
C 3.184 2.352 1.179
C 3.380 2.070 2.669
C 4.371 3.167 0.665
C 1.893 3.151 0.986
H 3.122 -0.121 -3.875
H 2.036 -0.692 -2.611
H 3.722 -1.213 -2.636
H 2.736 2.167 -3.544
H 2.940 2.996 -2.007
H 1.553 1.932 -2.265
H 5.080 1.317 -3.316
H 5.581 0.323 -1.959
H 5.289 2.053 -1.731
H 3.899 -0.639 3.068
H 4.319 -2.293 2.643
H 2.698 -1.690 2.310
H 5.710 0.506 1.621
H 6.167 -0.282 0.103
H 6.298 -1.148 1.627
H 3.313 -2.723 -0.017
H 4.987 -2.966 0.471
H 4.642 -2.029 -0.973
H 4.356 1.628 2.872
H 2.606 1.424 3.084
H 3.343 3.025 3.202
H 5.311 2.616 0.712
H 4.483 4.052 1.298
H 4.230 3.519 -0.356
H 1.027 2.653 1.435
H 1.683 3.364 -0.065
H 1.993 4.114 1.496
O -2.512 -0.436 3.846
N -0.108 -0.807 3.036
O -0.383 -3.422 3.155
O 0.782 -0.080 2.257
S -1.417 -0.617 -3.944
C -0.673 -0.913 -2.454
N -0.521 0.120 -1.663
C -1.031 1.282 -2.260
C -1.019 2.568 -1.717
C -1.550 3.593 -2.468
C -2.088 3.360 -3.742
C -2.099 2.098 -4.290
C -1.559 1.058 -3.531
H -0.365 -1.908 -2.166
H -0.618 2.761 -0.731
H -1.558 4.597 -2.066
H -2.501 4.188 -4.302
H -2.513 1.917 -5.272